This record from OMol25 describes 15 unconnected molecules or ions with the total composition C65H156N15O22. The level of theory is ωB97M-V/def2-TZVPD.

Values from the calculation:
**Multiplicity**: 1
**HOMO level**: -13.43 eV
**LUMO level**: -4.313 eV
**Frontier orbital gap**: 9.1160 eV
**Charge**: +3
**Maximum force**: 3.42 eV/A

Structure (XYZ):
```
258
Properties=species:S:1:pos:R:3:lowdin_charge:R:1
O 0.19893 2.47700 3.10991 -0.058
O -1.43046 1.11294 -1.94782 -0.083
O -0.96758 -2.31136 -3.63909 -0.066
O 1.93857 2.27885 4.44167 -0.033
O 2.38231 -3.40636 -0.21445 -0.115
O 2.97188 -5.55872 -0.47805 -0.054
O -2.83971 -3.06384 -4.48026 -0.056
O -2.39417 1.77574 -4.22874 -0.100
O 3.95421 2.21204 -1.65611 -0.009
O -1.66716 -4.29477 -3.02329 -0.090
O -1.26159 3.29674 -5.34237 -0.074
O 5.06426 -5.21585 -4.84941 -0.040
O -4.80906 -1.42162 0.98190 -0.128
O -1.16026 1.24958 -6.01699 0.031
O 0.91939 0.52266 3.72754 -0.078
O -2.15778 -3.79935 3.57150 -0.034
O -2.90062 -9.30529 -1.74019 -0.081
O 3.13206 0.39365 -2.53286 -0.064
O 2.75945 -4.65252 1.51712 -0.044
O 3.61084 0.47564 -0.45526 -0.043
O -3.91353 -2.55112 3.09782 -0.031
O -2.76803 -3.46348 1.47182 -0.063
N 1.03807 1.79501 3.76079 -0.560
N -0.54224 -0.80162 0.12292 -0.290
N 2.53102 -3.43580 -4.33995 -0.363
N 2.62744 5.25123 2.74189 -0.222
N -1.80785 -3.22183 -3.72433 -0.548
N -2.16349 -1.50312 6.62180 -0.247
N -1.64816 2.08522 -5.25356 -0.506
N -4.18186 4.74286 -3.38530 -0.243
N 4.48597 -1.42252 2.66848 -0.224
N 2.58356 2.75586 -5.43175 -0.211
N 2.74556 -4.55111 0.27684 -0.549
N 3.56712 1.05088 -1.53667 -0.569
N -5.56206 -2.96699 -1.68719 -0.376
N -1.42745 -7.38009 0.09132 -0.350
N -2.94115 -3.26153 2.71561 -0.493
C -1.01538 -1.72254 -0.96233 -0.019
C 4.26414 1.08554 -5.76339 -0.141
C 1.76984 5.42797 3.98333 -0.150
C 2.25197 5.92101 7.65975 -0.107
C 4.89544 2.22064 -4.98298 -0.141
C -3.12710 3.51155 0.03482 -0.264
C -1.73171 -0.21895 0.75028 -0.011
C 1.71431 5.31705 6.40598 -0.277
C 5.15816 -2.35512 3.72567 -0.068
C 4.73352 0.00985 3.03090 0.027
C -1.84445 -1.29480 8.14601 -0.057
C -5.29431 -4.23445 -2.39556 0.003
C -4.19965 1.64280 3.22543 -0.108
C 7.97928 -0.94291 -1.00447 -0.097
C -3.77043 3.84680 -2.24005 -0.123
C 1.51213 4.50735 -3.96117 -0.202
C -4.35584 -2.12002 -1.93859 0.021
C -1.58551 -5.93827 0.42551 -0.005
C 3.09487 -1.81040 2.90240 -0.180
C 1.55474 -4.11531 -3.47174 0.002
C -6.78379 -2.34326 -2.18732 0.014
C 3.55013 4.03477 2.62996 -0.101
C -5.96861 6.05485 -4.25474 -0.127
C 0.79461 6.35191 -2.73890 -0.115
C 2.59211 -4.12136 -5.63958 0.002
C -5.27820 5.66341 -2.92568 -0.090
C -4.75979 4.01910 -4.62091 -0.069
C -3.08495 -9.34251 -0.29190 -0.193
C 0.77286 4.87777 -2.69769 -0.255
C -4.27274 -1.74831 7.67873 -0.130
C -5.98373 -2.14747 0.66714 -0.226
C -2.94994 5.46667 -3.84036 0.028
C -0.90231 -2.12203 5.87621 0.087
C -5.77595 -3.33411 -0.26237 -0.114
C 0.14055 -1.69776 1.13422 0.025
C 2.90664 -2.10314 4.32586 -0.145
C -2.96587 0.04634 4.64453 -0.197
C 3.97774 3.36385 -5.27148 -0.101
C -0.75987 -7.59830 -1.26096 0.048
C 3.88054 -3.38059 -3.65021 -0.103
C -5.52061 5.10874 -5.34704 -0.149
C 0.34775 0.32324 -0.49976 -0.027
C 6.62194 -1.47998 -0.61227 -0.241
C 1.80901 3.29862 -6.62370 0.046
C 3.49937 6.47802 2.48159 0.044
C 2.50095 5.74396 5.19186 -0.237
C 4.28993 -2.27180 4.98804 -0.108
C -2.41916 -0.07594 6.11061 -0.099
C -0.08785 0.71681 -1.92209 -0.233
C 4.52462 -4.72260 -3.59248 -0.201
C 6.32585 -1.25894 0.90324 -0.162
C -0.54504 -8.02711 1.09647 0.009
C -3.25003 -1.37724 8.76102 -0.145
C 1.88609 3.06038 -4.12725 -0.142
C 3.80325 3.85971 1.15874 -0.147
C 1.65537 5.06639 1.54563 -0.077
C 2.51386 4.39182 0.47285 -0.134
C 2.77135 1.21933 -5.46032 -0.086
C -2.30335 4.08840 1.18159 -0.075
C 4.87504 -1.65475 1.18053 -0.096
C -2.85172 -7.94922 0.17878 -0.102
C -3.35066 -2.37933 6.61831 -0.104
C 2.08529 -2.06493 -4.66605 0.001
C -3.14145 1.43847 4.28295 -0.290
C -3.45627 4.59636 -0.96705 -0.195
H -5.42676 3.22372 -4.22645 0.146
H 0.69099 1.46105 -2.17826 0.103
H -0.39389 -9.08654 0.87663 0.117
H -4.03200 -0.34923 4.72738 0.136
H 2.30721 2.91455 -7.51056 0.108
H 3.45596 5.20569 5.27899 0.134
H 4.37374 1.19374 -6.83977 0.123
H -6.80823 -1.50997 0.33778 0.120
H -1.46801 0.48792 6.35041 0.152
H -3.10915 -7.92367 1.25421 0.151
H 2.43167 5.10731 -3.98449 0.118
H 1.64630 -3.85603 -6.20688 0.143
H 0.59021 6.66048 -3.75353 0.085
H -5.23112 1.35325 3.58544 0.099
H 1.24962 6.02774 1.28673 0.123
H -6.20098 -4.71835 -2.74171 0.114
H -2.60573 -10.12445 0.30536 0.132
H -1.35951 4.49539 0.81416 0.066
H 4.23472 3.96450 -6.18217 0.155
H 6.22370 -2.11585 3.83138 0.132
H 2.22616 -2.96850 4.36254 0.134
H -1.30094 -0.40792 8.31929 0.117
H 1.17140 4.50987 -1.73899 0.084
H -1.62598 -2.46554 -0.46592 0.085
H -4.08491 3.14214 0.40319 0.106
H -2.12627 0.51409 0.09389 0.070
H -0.88901 -7.81324 2.10793 0.118
H 2.71081 6.81052 5.23576 0.126
H -0.59689 -2.33417 1.60099 0.086
H 4.23845 6.55243 3.26202 0.106
H 3.32892 5.67356 7.71533 0.084
H -4.39373 2.66949 2.97744 0.053
H 5.29974 -4.62315 -2.83671 0.130
H 2.81059 5.05915 -0.37497 0.120
H 0.41127 -7.51978 0.96895 0.107
H -6.66447 -4.02551 -0.20739 0.162
H 0.96587 2.46944 -4.09325 0.121
H -1.21912 -2.54452 4.95179 0.049
H 1.73402 4.20275 6.39050 0.116
H -4.17558 -9.50560 -0.22028 0.138
H -3.89403 3.50369 -5.09014 0.122
H -3.46097 1.99868 5.19839 0.132
H 1.82911 6.66775 -2.50989 0.094
H -2.19788 -5.88600 1.29604 0.081
H 1.87184 4.39445 -6.60612 0.111
H 0.89598 4.78064 -4.81212 0.102
H -3.22199 -2.19296 9.51717 0.130
H 6.97829 -1.77864 1.59023 0.114
H -2.94062 4.78822 1.68148 0.079
H -2.17612 1.95659 4.00829 0.112
H -0.19826 -1.30767 5.78887 0.090
H -2.04545 3.28722 1.86622 0.047
H 3.80646 -5.40110 -3.14429 0.105
H 2.14917 0.87159 -6.27032 0.129
H 5.95429 -4.97834 -5.00439 0.073
H -4.97422 -2.48563 8.04191 0.116
H 1.04997 -2.18256 -4.89334 0.087
H -4.26221 5.14923 -0.43079 0.136
H -5.94088 5.17969 -2.19323 0.142
H 4.43180 -3.17701 5.50552 0.103
H 5.76051 -0.99898 -1.11291 0.101
H 2.52248 2.69657 -3.30098 0.108
H 0.17992 6.81965 -2.02695 0.058
H -1.23627 -2.14351 8.29668 0.102
H -4.88855 6.52352 -2.40726 0.127
H 0.79969 2.84087 -6.52259 0.093
H 2.92754 3.20401 2.98670 0.097
H 2.28206 7.00588 7.64529 0.076
H 2.25151 -1.46293 -3.75821 0.097
H 3.96416 2.77822 1.01230 0.093
H -4.17138 1.09871 2.26345 0.069
H 3.91223 6.49894 1.49914 0.099
H -2.70973 2.58889 -0.45667 0.099
H 4.40179 4.12868 3.31870 0.145
H 2.64509 -5.20420 -5.57445 0.115
H 1.22793 4.46129 4.06809 0.113
H 5.77153 0.19488 3.30826 0.112
H 2.41017 -1.28013 4.85792 0.100
H 0.03288 -0.10571 -2.64728 0.120
H 8.07824 0.06513 -0.66287 0.065
H 1.86042 5.56532 8.64363 0.092
H 4.71038 4.33865 0.79064 0.119
H 6.42210 -0.20621 1.12759 0.100
H -0.63435 -2.85998 6.62820 0.098
H -2.64810 5.30252 -1.04735 0.101
H -0.63427 -5.43894 0.61922 0.127
H -1.41535 0.25827 1.71929 0.115
H -2.49685 -0.95648 1.05018 0.085
H -7.59620 -2.94797 -1.80922 0.117
H 8.83027 -1.58423 -0.68747 0.095
H 4.63192 0.13038 -5.44511 0.105
H -2.99343 -10.16403 -2.16204 0.105
H -4.27685 -1.28931 -1.21946 0.110
H 4.50183 0.70659 2.24413 0.088
H 0.77020 4.55251 1.89043 0.093
H -0.15564 -2.21304 -1.43217 0.099
H 2.72057 -1.65010 -5.46686 0.112
H -2.63944 6.03693 -2.97154 0.096
H 5.96180 2.32701 -5.24854 0.138
H 0.61182 -4.18306 -4.00170 0.087
H -3.44853 -2.73277 -1.96970 0.080
H -3.16216 6.08579 -4.67191 0.102
H 3.93375 4.08412 -4.47922 0.106
H -0.28223 4.47141 -2.70143 0.117
H -2.36012 -0.53322 3.93618 0.109
H -6.33795 4.76439 -5.96551 0.125
H -4.84666 -0.83908 7.37967 0.126
H 0.63658 5.51686 6.14789 0.130
H 2.44635 -1.02053 2.53436 0.115
H 2.83326 7.31507 2.55327 0.103
H 6.45224 -2.54074 -0.80946 0.106
H -3.51894 -0.49511 9.34280 0.119
H -4.45211 -1.73440 -2.95175 0.112
H 1.40184 -0.05669 -0.58845 0.119
H -5.56333 7.01479 -4.52421 0.114
H 0.97815 -2.23544 0.70100 0.071
H 0.26858 -7.23918 -1.18051 0.109
H -4.79499 5.57204 -6.00440 0.111
H -3.14538 0.37115 6.76937 0.111
H -6.76837 -1.32252 -1.80925 0.110
H 0.37082 1.16600 0.23305 0.144
H 1.48225 -3.50234 -2.58393 0.086
H -2.96692 -3.34322 7.00855 0.157
H 4.09843 -1.09315 0.63728 0.103
H -1.30450 -6.96897 -1.97440 0.110
H 8.03432 -0.89041 -2.09137 0.069
H -6.64337 -2.31217 -3.27852 0.130
H 2.02262 3.58880 -0.05218 0.084
H 2.55820 0.78121 -4.53253 0.062
H -3.39721 -7.21784 -0.45957 0.145
H -1.76211 1.28411 -2.83643 0.014
H -4.53139 3.10182 -2.08221 0.140
H -2.11142 4.82890 -4.08086 0.069
H 4.66232 -2.64924 0.93783 0.096
H -4.65055 -4.05660 -3.25748 0.094
H -0.85453 -8.65690 -1.43951 0.093
H 3.05551 -2.66218 2.30372 0.070
H -4.89918 -3.91396 0.00713 0.115
H -1.53976 -1.09184 -1.69044 0.085
H 4.66931 -1.40802 5.56661 0.127
H 3.78147 -3.04767 -2.59198 0.144
H 4.55621 -2.70642 -4.13273 0.132
H 1.11379 6.26732 3.64416 0.158
H 0.47366 -1.02219 1.90864 0.066
H 4.07417 0.20967 3.87127 0.100
H -3.69798 -2.45634 5.60410 0.104
H -7.03390 6.03820 -4.12607 0.117
H -2.10280 -5.53462 -0.39229 0.072
H 4.80896 2.04100 -3.88611 0.107
H -4.80939 -4.92189 -1.67563 0.107
H 5.06680 -3.33488 3.20483 0.150
H -2.90421 3.31334 -2.66035 0.110
H -6.38088 -2.54369 1.60587 0.129
H 3.50950 -3.70670 -6.05781 0.110
H 1.89752 -5.11774 -3.19536 0.107
H -4.33514 -2.02954 1.63767 0.025
```